[1]
A 8-piece molecular cluster, C42H80N4O18 overall in a non-equilibrium geometry. Source: the Open Molecules 2025 dataset; level of theory: ωB97M-V with the def2-TZVPD basis set.

Structure (XYZ):
```
144
Properties=species:S:1:pos:R:3:lowdin_spin:R:1
C 19.153 10.680 24.600 0.0003
O 18.199 10.061 23.707 0.0001
C 17.341 10.933 22.997 0.0000
C 16.147 10.104 22.568 0.0000
N 16.307 8.946 21.774 0.0000
C 16.277 9.357 20.375 0.0000
C 16.181 8.146 19.339 0.0000
O 15.003 7.358 19.614 0.0000
C 14.772 6.467 18.610 0.0000
H 19.638 11.626 24.356 0.0002
H 19.830 9.851 24.805 0.0000
H 18.523 10.878 25.467 0.0001
H 17.882 11.454 22.207 0.0000
H 17.050 11.779 23.620 0.0000
H 15.333 10.774 22.290 0.0000
H 15.770 9.714 23.513 0.0000
H 17.290 8.852 21.985 0.0000
H 17.090 10.034 20.112 0.0000
H 15.573 10.130 20.068 0.0000
H 17.097 7.560 19.418 0.0000
H 16.198 8.595 18.346 0.0000
H 14.769 6.857 17.592 0.0000
H 13.766 6.083 18.779 0.0000
H 15.529 5.684 18.663 0.0000
C 25.659 20.201 20.441 0.0000
O 24.300 20.083 20.147 0.0000
C 23.513 21.149 20.514 0.0000
C 22.117 20.503 20.492 0.0000
N 22.083 19.470 21.455 0.0000
C 21.723 19.945 22.822 0.0000
C 21.062 18.815 23.722 0.0000
O 22.121 17.856 23.947 0.0000
C 21.614 16.540 24.233 -0.0001
H 25.693 20.618 21.447 0.0000
H 26.068 20.978 19.795 0.0000
H 26.168 19.249 20.288 0.0000
H 23.706 21.978 19.833 0.0000
H 23.546 21.516 21.540 0.0000
H 21.955 19.939 19.574 0.0000
H 21.369 21.271 20.688 0.0000
H 23.086 19.357 21.416 0.0000
H 21.171 20.881 22.738 0.0000
H 22.603 20.433 23.241 0.0000
H 20.342 18.368 23.036 0.0000
H 20.598 19.278 24.592 0.0000
H 22.455 15.867 24.403 0.0000
H 21.091 16.284 23.311 0.0000
H 20.865 16.562 25.024 0.0000
C 14.442 11.723 31.786 0.0000
O 15.467 12.659 32.178 0.0001
C 15.658 13.532 31.232 0.0001
C 16.776 14.390 31.657 -0.0001
N 18.050 13.673 31.843 -0.0004
C 18.998 14.430 32.678 0.0000
C 18.641 14.379 34.190 0.0000
O 17.974 13.169 34.483 0.0000
C 17.360 13.106 35.751 0.0000
H 14.043 11.217 32.665 0.0000
H 14.791 10.966 31.084 0.0000
H 13.645 12.351 31.390 0.0000
H 14.796 14.188 31.110 0.0000
H 15.810 13.156 30.220 0.0001
H 16.376 14.747 32.606 0.0000
H 16.861 15.302 31.066 -0.0001
H 17.695 12.821 32.254 0.0000
H 19.057 15.496 32.455 0.0000
H 20.031 14.094 32.591 0.0000
H 17.999 15.245 34.352 0.0000
H 19.626 14.338 34.656 0.0000
H 16.714 13.907 36.113 0.0000
H 18.129 13.041 36.521 0.0000
H 16.768 12.200 35.881 0.0000
C 26.123 14.949 23.821 0.0000
O 25.427 14.616 24.948 0.0000
C 25.622 13.246 25.275 0.0003
C 24.781 12.244 24.487 0.0000
N 23.414 12.747 24.630 -0.0013
C 22.506 12.406 23.519 0.0000
C 22.879 13.001 22.144 -0.0001
O 23.240 14.408 22.168 0.0000
C 23.625 14.931 20.871 0.0000
H 27.169 14.648 23.772 0.0000
H 26.015 16.034 23.820 0.0000
H 25.676 14.486 22.941 0.0000
H 25.364 13.104 26.324 0.0001
H 26.701 13.092 25.246 0.0000
H 24.831 11.299 25.028 0.0000
H 25.039 12.123 23.435 0.0000
H 23.485 13.716 24.356 0.0000
H 21.514 12.638 23.907 0.0000
H 22.437 11.325 23.399 0.0000
H 22.124 12.758 21.397 0.0000
H 23.748 12.389 21.900 0.0000
H 24.191 15.850 21.024 0.0000
H 22.841 15.198 20.161 0.0000
H 24.323 14.284 20.341 0.0000
C 16.754 18.179 26.571 0.0001
C 17.065 19.557 26.535 0.0000
C 17.463 20.140 27.705 0.0001
C 17.871 19.258 28.730 0.0000
C 17.726 17.830 28.674 0.0003
C 17.026 17.323 27.593 0.0000
O 16.777 15.972 27.562 0.0001
O 17.854 21.455 27.829 0.0001
H 16.375 17.710 25.675 0.0000
H 16.705 20.119 25.686 0.0000
H 18.230 19.717 29.640 0.0000
H 18.082 17.240 29.505 0.0001
H 17.272 15.402 28.155 -0.0004
H 18.516 21.596 27.148 0.0000
C 19.825 14.032 27.242 0.0557
C 20.862 13.397 26.673 0.0553
C 21.491 12.451 27.454 0.1724
C 21.153 12.212 28.776 0.1175
C 20.052 12.865 29.277 0.0430
C 19.375 13.820 28.580 0.2054
O 18.346 14.563 29.172 0.1298
O 22.686 11.907 27.000 0.2157
H 19.348 14.774 26.618 -0.0002
H 21.096 13.701 25.664 -0.0001
H 21.745 11.470 29.293 0.0030
H 19.713 12.635 30.276 -0.0015
H 18.575 14.543 30.105 0.0020
H 23.009 12.350 26.211 0.0029
C 24.894 10.861 32.519 0.0000
C 23.892 10.707 31.329 0.0000
O 24.602 9.801 30.569 0.0000
C 25.887 9.502 31.087 0.0000
O 26.642 8.624 30.650 0.0000
O 26.142 10.320 32.149 0.0000
H 24.462 10.271 33.327 0.0000
H 24.895 11.929 32.738 0.0000
H 23.837 11.605 30.713 0.0000
H 22.855 10.523 31.610 0.0000
C 23.319 8.645 27.675 -0.0001
C 24.666 8.724 26.932 0.0000
O 24.349 8.889 25.541 0.0001
C 23.028 8.661 25.380 0.0001
O 22.428 8.654 24.317 0.0000
O 22.441 8.423 26.584 0.0000
H 22.993 9.582 28.127 -0.0003
H 23.343 7.826 28.395 0.0000
H 25.309 7.857 27.084 0.0000
H 25.195 9.528 27.444 0.0000
```

Its expectation value of S² is 0.768. As for the total charge: +1. As for the spin multiplicity: 2. The calculation puts the HOMO-LUMO gap (spin up / spin down) at 7.3 / 3.4 eV. The value obtained for the HOMO energy (spin up / spin down) is -10.35 / -10.35 eV. For the LUMO energy (spin up / spin down), the calculation gives -0.1118 / -0.2559 Ha.

[2]
A 2-piece molecular cluster, C4H13N2O overall in a non-equilibrium geometry. Source: the Open Molecules 2025 dataset; level of theory: ωB97M-V with the def2-TZVPD basis set.

Structure (XYZ):
```
20
Properties=species:S:1:pos:R:3:nbo_charge:R:1
C 0.653 0.896 -0.845 -0.2439
C 1.306 -0.217 0.057 -0.4272
C 0.401 -1.424 -0.096 -0.4224
C 0.365 -2.446 0.782 0.0815
N -0.516 -3.491 0.885 -0.7823
N -0.781 0.995 -0.485 -0.7044
H 1.186 1.833 -0.886 0.2388
H 0.786 0.670 -1.940 0.2247
H 1.233 0.148 1.080 0.2128
H 2.304 -0.503 -0.315 0.2479
H 0.189 -1.637 -1.152 0.1936
H 0.914 -2.145 1.727 0.1894
H -0.693 -4.020 0.036 0.3894
H -0.424 -4.136 1.650 0.3991
H -1.347 0.823 -1.314 0.4402
H -0.931 1.961 -0.150 0.4768
H -1.110 0.319 0.217 0.4558
H -1.592 4.464 -0.337 0.5061
H -0.714 4.162 0.894 0.4998
O -1.228 3.748 0.194 -0.9757
```

As for the total charge: +1. The calculation puts the HOMO-LUMO gap at 8.9 eV. The value obtained for the HOMO energy is -11.80 eV. For the LUMO energy, the calculation gives -0.1081 Ha. Its energy above the lowest of the compared OMol25 structures with the same formula, charge and spin is 48.6 kcal per mole.

[3]
An isolated ion of composition C4H6N2O4P and charge +1 in a non-equilibrium geometry. Source: the Open Molecules 2025 dataset; level of theory: ωB97M-V with the def2-TZVPD basis set.

Structure (XYZ):
```
17
Properties=species:S:1:pos:R:3:nbo_charge:R:1
C 1.292 2.563 -0.202 -0.0161
C 0.489 1.789 0.515 -0.0448
N -0.333 0.656 1.073 -0.2471
C 0.483 -0.645 0.969 -0.5905
P 0.318 -1.454 -0.738 2.2070
O 0.492 -0.419 -1.893 -1.0458
O 1.660 -2.546 -0.883 -0.9481
O -1.081 -2.406 -0.955 -0.9276
N -1.508 0.420 0.323 -0.4311
C -2.180 1.568 0.230 0.9087
O -2.977 2.505 -0.028 -0.3219
H 1.992 3.161 -0.916 0.3351
H -0.530 0.838 2.091 0.4679
H 0.205 -1.351 1.836 0.2892
H 1.593 -0.301 1.099 0.3079
H 1.996 -2.448 -1.821 0.5374
H -1.910 -1.932 -0.698 0.5198
```

As for the total charge: +1. The calculation puts the HOMO-LUMO gap at 8.5 eV. The value obtained for the HOMO energy is -14.28 eV. For the LUMO energy, the calculation gives -0.2136 Ha. The SMILES is C#C[N@H+](CP(=O)(O)O)N=C=O.

[4]
C36H80F9FeNO26P5S2 as an isolated structure in a non-equilibrium geometry. Source: the Open Molecules 2025 dataset; level of theory: ωB97M-V with the def2-TZVPD basis set.

Structure (XYZ):
```
160
Properties=species:S:1:pos:R:3:lowdin_spin:R:1
Fe 0.736 -0.086 -2.245 4.3373
C 2.299 -2.888 0.921 0.0046
F 2.456 -2.943 2.224 0.0014
F 3.197 -2.133 0.311 0.0011
F 2.399 -4.122 0.419 0.0016
S 0.580 -2.180 0.442 0.0103
O 0.050 -3.006 -0.592 0.0012
O -0.158 -2.106 1.675 0.0166
N 0.839 -0.560 -0.352 0.1469
S 1.051 0.285 0.965 0.0161
O 1.792 -0.201 2.060 0.0152
O 1.502 1.555 0.433 0.0046
C -0.793 0.721 1.644 0.0083
F -1.001 1.988 1.395 0.0025
F -1.660 -0.187 1.078 0.0013
F -0.639 0.502 2.937 0.0030
C -4.296 1.298 3.566 0.0000
C -5.248 0.675 4.609 0.0000
O -6.445 0.795 3.893 0.0000
C -7.604 0.770 4.587 0.0000
O -7.764 0.501 5.826 0.0000
C -8.869 0.940 3.722 0.0000
F -9.968 1.147 4.439 0.0000
F -8.689 1.823 2.672 0.0000
F -9.141 -0.241 3.135 0.0000
H -3.789 0.548 2.959 0.0000
H -3.443 1.651 4.146 0.0000
H -4.657 2.149 2.988 0.0000
H -5.297 1.194 5.566 0.0000
H -4.963 -0.350 4.845 0.0000
C 1.491 -0.014 5.248 0.0001
C 1.472 0.319 6.824 0.0000
O 0.114 0.338 7.165 0.0000
P -0.790 -1.071 7.164 0.0000
O 0.004 -2.339 7.473 0.0000
O -2.106 -0.745 8.040 0.0000
C -2.436 0.591 8.220 0.0000
C -3.883 0.905 8.686 0.0000
O -1.327 -1.067 5.641 0.0000
C -1.887 -2.163 4.936 0.0000
C -0.993 -3.289 4.793 0.0001
H 0.951 0.765 4.709 0.0000
H 2.386 0.088 4.635 0.0001
H 1.065 -0.988 5.006 0.0000
H 1.999 -0.421 7.426 0.0000
H 1.847 1.335 6.951 0.0000
H -1.747 0.929 8.995 0.0000
H -2.265 1.081 7.262 0.0000
H -4.218 -0.042 9.109 0.0000
H -4.143 1.758 9.312 0.0000
H -4.544 1.082 7.838 0.0000
H -2.845 -2.347 5.422 0.0000
H -2.150 -1.837 3.930 0.0000
H -0.045 -3.064 4.304 0.0000
H -0.874 -3.761 5.769 0.0000
H -1.527 -3.994 4.155 0.0000
C 4.342 -5.672 -3.669 0.0002
C 2.927 -5.155 -3.548 0.0002
O 2.975 -3.964 -2.698 0.0040
P 3.045 -2.432 -3.186 0.0123
O 1.802 -1.592 -2.973 0.0849
O 3.656 -2.515 -4.674 0.0044
C 3.524 -1.441 -5.538 0.0000
C 4.878 -1.402 -6.439 0.0002
O 4.213 -1.869 -2.215 0.0017
C 5.601 -2.140 -2.446 0.0003
C 6.064 -3.168 -1.442 0.0001
H 4.729 -6.083 -2.737 0.0000
H 4.473 -6.370 -4.496 0.0000
H 4.994 -4.799 -3.643 0.0000
H 2.360 -4.891 -4.440 0.0000
H 2.383 -5.902 -2.970 0.0000
H 2.619 -1.574 -6.132 0.0000
H 3.533 -0.505 -4.980 -0.0001
H 5.183 -0.458 -6.891 0.0000
H 5.687 -1.689 -5.767 0.0000
H 4.799 -1.994 -7.350 0.0000
H 5.744 -2.684 -3.380 0.0000
H 6.068 -1.157 -2.383 0.0000
H 6.379 -2.612 -0.559 0.0000
H 5.346 -3.945 -1.182 0.0000
H 7.110 -3.386 -1.656 0.0000
C -5.039 -2.252 0.057 0.0002
C -3.811 -2.984 -0.637 0.0004
O -2.765 -2.037 -0.972 0.0019
P -2.200 -1.836 -2.490 0.0130
O -0.881 -1.132 -2.567 0.0829
O -2.468 -3.356 -3.230 0.0046
C -1.364 -4.139 -3.420 0.0004
C -1.332 -5.326 -4.431 0.0001
O -3.519 -1.053 -2.946 0.0042
C -3.779 -0.850 -4.327 0.0001
C -4.512 0.526 -4.380 0.0000
H -5.654 -1.808 -0.726 0.0000
H -5.562 -3.025 0.621 0.0000
H -4.784 -1.381 0.661 0.0000
H -3.384 -3.738 0.025 0.0000
H -4.239 -3.621 -1.412 0.0000
H -0.490 -3.505 -3.572 0.0002
H -1.092 -4.701 -2.526 0.0000
H -1.409 -6.281 -3.912 0.0000
H -2.087 -5.151 -5.198 0.0000
H -0.412 -5.405 -5.010 0.0000
H -2.813 -0.946 -4.822 0.0001
H -4.364 -1.729 -4.601 0.0001
H -5.003 0.837 -5.302 0.0000
H -5.280 0.384 -3.619 0.0000
H -3.828 1.279 -3.989 0.0000
C -1.683 5.338 -4.445 0.0001
C -1.190 3.930 -4.009 0.0000
O -2.068 3.439 -2.937 0.0041
P -1.521 2.448 -1.761 0.0121
O -0.402 1.496 -1.992 0.0821
O -1.219 3.614 -0.681 0.0045
C -0.056 4.399 -0.655 0.0002
C -0.076 5.216 0.594 0.0001
O -2.821 1.573 -1.215 0.0016
C -4.066 2.125 -1.059 0.0003
C -4.986 1.177 -0.225 0.0001
H -1.949 5.989 -3.613 0.0000
H -0.862 5.806 -4.988 0.0000
H -2.527 5.398 -5.132 0.0000
H -1.206 3.359 -4.937 0.0000
H -0.122 3.789 -3.843 0.0000
H 0.753 3.672 -0.581 0.0001
H 0.168 4.991 -1.543 0.0000
H -0.947 5.870 0.561 0.0000
H -0.029 4.608 1.498 0.0000
H 0.773 5.883 0.445 0.0000
H -3.941 2.997 -0.417 0.0000
H -4.600 2.211 -2.006 0.0000
H -5.385 0.261 -0.662 0.0000
H -4.528 0.835 0.703 0.0000
H -5.909 1.752 -0.166 0.0000
C 4.696 1.152 2.048 0.0000
C 5.328 1.211 0.638 0.0003
O 4.320 0.749 -0.261 0.0012
P 3.688 1.549 -1.524 0.0132
O 2.394 0.978 -2.019 0.0838
O 3.560 3.050 -0.910 0.0037
C 3.129 4.079 -1.794 0.0001
C 3.125 5.281 -0.877 0.0001
O 4.911 1.645 -2.636 0.0025
C 6.109 2.325 -2.256 0.0005
C 6.676 3.040 -3.423 0.0001
H 4.149 0.272 2.388 0.0000
H 5.365 1.478 2.845 0.0000
H 3.897 1.886 1.943 0.0000
H 5.820 2.157 0.416 0.0000
H 6.201 0.575 0.781 0.0000
H 3.872 4.247 -2.574 0.0000
H 2.163 3.791 -2.208 0.0001
H 2.523 5.103 0.014 0.0000
H 4.139 5.647 -0.721 0.0000
H 2.700 6.134 -1.406 0.0000
H 5.816 3.158 -1.617 0.0000
H 6.825 1.707 -1.713 0.0000
H 6.970 2.351 -4.215 0.0000
H 5.989 3.802 -3.792 0.0000
H 7.646 3.496 -3.227 0.0001
```

Its expectation value of S² is 8.757. As for the total charge: +2. As for the spin multiplicity: 6. The calculation puts the HOMO-LUMO gap (spin up / spin down) at 8.1 / 5.0 eV. The value obtained for the HOMO energy (spin up / spin down) is -12.97 / -12.97 eV. For the LUMO energy (spin up / spin down), the calculation gives -0.1778 / -0.2921 Ha.